C4H9N2 | the ωB97M-V functional and the def2-TZVPD basis

As for the spin multiplicity: 1. The electronic energy is -266.9502 hartree. As for the lowest unoccupied orbital energy: -0.1437 hartree. Its charge is +1. As for the relative energy (zero: lowest compared OMol25 entry of this formula, charge and spin): 391.5 kJ/mol.

Geometry (Å):
C 1.96 0.52 -0.72
C 2.66 -0.16 0.53
C 1.38 -0.53 0.03
C -2.66 0.68 0.26
N 0.51 -1.48 -0.01
N 2.57 1.25 0.35
H 2.13 0.65 -1.78
H 3.54 -0.74 0.75
H -3.66 0.79 -0.15
H -1.94 0.76 -0.55
H -2.48 1.47 0.98
H 0.50 -2.21 0.69
H -0.26 -1.46 -0.66
H 3.44 1.74 0.13
H -2.58 -0.28 0.74

Löwdin atomic charge list, values in e, 6 entries: atom 1 (C): 0.0192, atom 2 (C): 0.0155, atom 3 (C): -0.1614, atom 4 (C): -0.0431, atom 5 (N): 0.2384, atom 6 (N): 0.1071

C2H8N2 | the ωB97M-V functional and the def2-TZVPD basis

As for the spin multiplicity: 1. Its structure (SMILES) is NCCN. The electronic energy is -190.4932 hartree. As for the lowest unoccupied orbital energy: 0.0405 hartree. As for the relative energy (zero: lowest compared OMol25 entry of this formula, charge and spin): 14.9 kJ/mol.

Geometry (Å):
N 1.97 0.02 0.04
C 0.63 0.61 -0.17
C -0.52 -0.40 -0.10
N -1.83 0.24 -0.07
H 2.00 -0.45 0.94
H 2.08 -0.75 -0.65
H 0.61 1.10 -1.18
H 0.43 1.38 0.58
H -0.35 -0.95 0.85
H -0.44 -1.04 -0.94
H -2.61 -0.44 -0.13
H -1.99 0.69 0.85

Löwdin atomic charge list, values in e, 6 entries: atom 1 (N): -0.0281, atom 2 (C): -0.3037, atom 3 (C): -0.3307, atom 4 (N): -0.0341, atom 5 (H): 0.0533, atom 6 (H): 0.0734

CH3NOS | the ωB97M-V functional and the def2-TZVPD basis

As for the spin multiplicity: 1. The electronic energy is -567.9307 hartree. As for the lowest unoccupied orbital energy: -0.0019 hartree. As for the relative energy (zero: lowest compared OMol25 entry of this formula, charge and spin): 446.5 kJ/mol.

Geometry (Å):
C -0.68 -0.26 0.42
N -0.01 0.06 -0.48
O -0.39 1.20 -2.75
S 0.64 0.42 -2.13
H -0.13 -0.27 3.21
H 0.14 -0.12 3.99
H 0.44 -1.04 -2.26

Löwdin atomic charge list, values in e, 6 entries: atom 1 (C): -0.0789, atom 2 (N): -0.2967, atom 3 (O): -0.5162, atom 4 (S): 0.8712, atom 5 (H): -0.0261, atom 6 (H): 0.0170

C22H38GeN4Sr | the ωB97M-V functional and the def2-TZVPD basis

As for the spin multiplicity: 1. The electronic energy is -3187.7589 hartree. As for the lowest unoccupied orbital energy: 0.0087 hartree. As for the relative energy (zero: lowest compared OMol25 entry of this formula, charge and spin): 83.0 kJ/mol.

Geometry (Å):
Sr -0.30 -0.16 -1.33
C 4.96 0.70 0.38
C 3.85 -0.35 0.30
C 2.97 -0.27 1.52
C 3.41 -0.84 2.71
C 2.66 -0.76 3.86
C 1.45 -0.10 3.85
C 0.97 0.48 2.68
C -0.32 1.25 2.69
C -0.06 2.76 2.79
C 1.73 0.39 1.51
N 1.24 0.89 0.31
C 1.75 1.96 -0.21
C 1.50 2.39 -1.53
C 1.89 3.60 -2.11
C 1.53 3.53 -3.45
C 0.94 2.27 -3.61
N 0.90 1.59 -2.46
H 5.65 0.60 -0.45
H 5.51 0.60 1.31
H 4.53 1.70 0.36
H 4.30 -1.34 0.26
H 3.27 -0.22 -0.62
H 4.36 -1.36 2.71
H 3.02 -1.22 4.77
H 0.85 -0.04 4.75
H -0.93 0.93 3.54
H -0.88 1.05 1.76
H 0.53 2.97 3.68
H -1.00 3.30 2.86
H 0.47 3.11 1.91
H 2.44 2.58 0.37
H 2.37 4.42 -1.61
H 1.68 4.27 -4.21
H 0.55 1.83 -4.52
N -2.08 1.41 -3.00
C -3.29 2.20 -2.85
C -4.54 1.34 -2.96
C -4.73 0.34 -1.82
N -3.72 -0.71 -1.84
H -1.27 2.03 -3.02
H -2.09 0.93 -3.89
H -3.36 3.00 -3.61
H -3.27 2.68 -1.86
H -4.53 0.80 -3.91
H -5.41 2.01 -2.97
H -5.75 -0.06 -1.88
H -4.63 0.87 -0.87
H -3.80 -1.25 -2.69
H -3.88 -1.35 -1.06
C -1.79 -2.21 1.79
Ge -0.69 -3.42 0.64
C 1.11 -3.54 1.45
C -1.56 -5.23 0.79
C -0.56 -2.73 -1.19
H -2.37 -2.77 2.52
H -2.47 -1.60 1.20
H -1.12 -1.55 2.34
H 1.07 -3.99 2.44
H 1.55 -2.55 1.55
H 1.77 -4.15 0.84
H -1.55 -5.56 1.83
H -1.05 -5.98 0.20
H -2.60 -5.18 0.47
H -1.45 -3.04 -1.74
H 0.29 -3.24 -1.66

Löwdin atomic charge list, values in e, 6 entries: atom 1 (Sr): 1.3969, atom 2 (C): -0.0793, atom 3 (C): -0.1910, atom 4 (C): -0.1931, atom 5 (C): -0.0541, atom 6 (C): -0.0750

CHF2O2S | the ωB97M-V functional and the def2-TZVPD basis

As for the spin multiplicity: 1. The electronic energy is -787.0678 hartree. As for the lowest unoccupied orbital energy (spin up / spin down): 0.1324 / 0.1362 hartree. Its charge is -1. As for the relative energy (zero: lowest compared OMol25 entry of this formula, charge and spin): 160.4 kJ/mol.

Geometry (Å):
C -1.22 0.12 -0.24
O 2.26 0.73 1.58
O 2.12 -1.27 -0.04
F -2.06 -1.07 -0.28
F -1.13 0.61 -1.56
S 1.92 0.15 0.29
H -1.89 0.72 0.25

Löwdin atomic charge list, values in e, 6 entries: atom 1 (C): -0.2773, atom 2 (O): -0.5434, atom 3 (O): -0.5415, atom 4 (F): -0.2040, atom 5 (F): -0.1702, atom 6 (S): 0.7513

C12H21Cl2IrN4S | the ωB97M-V functional and the def2-TZVPD basis

As for the spin multiplicity: 2. The electronic energy is -2110.7325 hartree. As for the lowest unoccupied orbital energy (spin up / spin down): -0.4278 / -0.4664 hartree. Its charge is +3. As for the relative energy (zero: lowest compared OMol25 entry of this formula, charge and spin): 235.6 kJ/mol.

Geometry (Å):
Ir -0.47 0.88 -0.03
N 0.22 0.47 2.13
C 1.44 -0.35 2.12
C 2.51 0.35 1.31
N 2.01 0.84 0.01
C 2.42 2.24 -0.24
C 1.55 3.22 0.50
N 0.17 3.07 0.01
C 2.37 -0.07 -1.09
C 1.71 0.31 -2.40
N 0.25 0.51 -2.20
H -0.51 0.00 2.67
H 0.40 1.35 2.60
H 1.82 -0.49 3.14
H 1.21 -1.33 1.72
H 2.89 1.20 1.89
H 3.34 -0.34 1.16
H 3.46 2.39 0.04
H 2.33 2.44 -1.31
H 1.56 3.05 1.57
H 1.93 4.23 0.31
H -0.46 3.65 0.58
H 0.10 3.45 -0.93
H 3.46 -0.09 -1.24
H 2.06 -1.07 -0.80
H 2.14 1.21 -2.83
H 1.90 -0.49 -3.12
H -0.09 1.23 -2.83
H -0.24 -0.34 -2.46
Cl -2.89 0.39 -0.04
C -3.25 -1.30 -0.03
C -4.56 -1.69 0.00
C -4.87 -3.06 0.00
C -3.88 -4.02 -0.01
C -2.54 -3.63 -0.04
Cl -1.31 -4.79 -0.05
C -2.20 -2.23 -0.05
S -0.56 -1.80 -0.09
H -5.36 -0.95 0.01
H -5.91 -3.36 0.02
H -4.13 -5.07 0.00

Löwdin atomic charge list, values in e, 6 entries: atom 1 (Ir): 1.0233, atom 2 (N): -0.0486, atom 3 (C): -0.2071, atom 4 (C): -0.1320, atom 5 (N): -0.1860, atom 6 (C): -0.1510

C19H21N3O6 | the ωB97M-V functional and the def2-TZVPD basis

As for the spin multiplicity: 1. Its structure (SMILES) is CCOC(=O)N1CCN(c2c(Nc3ccc4c(c3)OCCO4)c(=O)c2=O)CC1. The electronic energy is -1352.3144 hartree. As for the lowest unoccupied orbital energy: 0.0235 hartree. As for the relative energy (zero: lowest compared OMol25 entry of this formula, charge and spin): 286.0 kJ/mol.

Geometry (Å):
C 0.72 0.51 -2.79
C 1.85 1.52 -2.65
O 2.83 1.10 -1.70
C 2.61 1.42 -0.42
O 1.64 2.03 -0.02
N 3.63 1.04 0.40
C 4.54 -0.03 0.06
C 4.19 -1.27 0.92
N 2.85 -1.12 1.43
C 1.83 -1.45 0.61
C 0.50 -1.09 0.42
N -0.21 -0.01 0.81
C -1.57 0.21 0.57
C -2.01 1.53 0.43
C -3.35 1.80 0.25
C -4.27 0.76 0.20
C -3.83 -0.56 0.32
C -2.48 -0.83 0.52
O -4.69 -1.62 0.25
C -5.95 -1.29 -0.30
C -6.47 0.00 0.34
O -5.60 1.08 0.04
C 0.27 -2.21 -0.52
O -0.68 -2.69 -1.09
C 1.75 -2.51 -0.42
O 2.57 -3.17 -1.01
C 2.73 -0.04 2.39
C 3.44 1.21 1.82
H 0.10 0.50 -1.90
H 1.12 -0.48 -2.96
H 0.10 0.79 -3.64
H 1.46 2.50 -2.35
H 2.41 1.62 -3.59
H 5.57 0.30 0.25
H 4.44 -0.26 -1.00
H 4.25 -2.18 0.33
H 4.87 -1.36 1.78
H 0.32 0.85 0.96
H -1.29 2.34 0.46
H -3.71 2.81 0.14
H -2.18 -1.86 0.61
H -5.86 -1.14 -1.38
H -6.61 -2.13 -0.09
H -6.54 -0.13 1.43
H -7.45 0.28 -0.06
H 1.67 0.15 2.58
H 3.20 -0.35 3.32
H 4.43 1.35 2.27
H 2.85 2.12 1.98

Löwdin atomic charge list, values in e, 6 entries: atom 1 (C): -0.0379, atom 2 (C): -0.1940, atom 3 (O): 0.0100, atom 4 (C): -0.5362, atom 5 (O): 0.0713, atom 6 (N): -0.0380

C22H29Br6Cl2F5MgN7O4 | the ωB97M-V functional and the def2-TZVPD basis

As for the spin multiplicity: 1. The electronic energy is -18603.2048 hartree. As for the lowest unoccupied orbital energy: -0.0658 hartree. Its charge is -1.

Geometry (Å):
C -2.49 -3.49 -2.77
C -1.33 -2.53 -3.12
O -0.08 -3.28 -2.96
C 0.32 -3.21 -1.64
N 0.78 -4.55 -1.20
N 0.46 -5.64 -1.90
C 0.97 -6.74 -1.36
C 0.78 -8.13 -1.90
C -0.73 -8.40 -2.14
C -1.54 -8.19 -0.89
F -1.32 -9.00 0.22
C -2.52 -7.23 -0.76
F -2.39 -6.14 -0.02
F -3.66 -7.33 -1.32
N 1.66 -6.35 -0.28
C 1.52 -5.02 -0.17
N 2.07 -4.32 0.82
C 2.01 -2.90 1.10
C 0.91 -2.46 1.82
C 0.86 -1.10 2.17
C 1.96 -0.37 1.71
C 3.03 -0.93 0.92
N 3.03 -2.22 0.63
H -2.17 -4.19 -1.99
H -3.40 -2.96 -2.48
H -2.66 -4.12 -3.66
H -1.36 -1.63 -2.46
H -1.40 -2.18 -4.16
H -0.43 -2.76 -0.98
H 1.20 -2.54 -1.61
H -0.10 -5.73 -2.74
H 1.07 -8.83 -1.11
H 1.37 -8.33 -2.80
H -1.18 -7.75 -2.91
H -0.89 -9.45 -2.46
H 2.61 -4.85 1.49
H 0.11 -3.14 2.12
H 0.05 -0.66 2.73
H 2.00 0.67 1.95
H 3.86 -0.30 0.56
C 0.03 4.06 1.41
Br 0.82 5.75 1.88
Br 1.39 2.65 1.35
Br -1.43 3.62 2.53
H -0.37 4.15 0.41
O 0.15 -0.06 -1.73
H 1.07 0.07 -1.98
Cl -2.21 -0.35 -1.19
C 1.13 4.70 -2.63
Br 2.66 3.52 -2.37
Br -0.52 3.86 -2.11
Br 1.40 6.39 -1.75
H 1.07 4.90 -3.69
N 6.16 0.84 0.69
H 5.33 1.44 0.65
H 6.99 1.40 0.90
H 6.03 0.14 1.43
H 6.29 0.36 -0.21
C -2.42 11.02 3.80
C -1.64 10.83 2.67
C -1.76 9.66 1.93
C -2.68 8.70 2.33
C -3.46 8.88 3.45
C -3.33 10.05 4.19
N -2.83 7.46 1.53
O -2.10 7.35 0.56
O -3.67 6.67 1.91
H -2.33 11.94 4.37
H -0.93 11.59 2.36
H -1.15 9.51 1.05
H -4.17 8.13 3.76
H -3.94 10.20 5.07
Mg 1.94 0.77 -0.70
Cl 2.87 -1.71 3.87
F -4.46 -5.55 -2.44
F -2.97 5.33 0.26

Löwdin atomic charge list, values in e, 6 entries: atom 1 (C): -0.0973, atom 2 (C): -0.2801, atom 3 (O): -0.1394, atom 4 (C): -0.1711, atom 5 (N): 0.0855, atom 6 (N): 0.1678

C7H13NO2S | the ωB97M-V functional and the def2-TZVPD basis

As for the spin multiplicity: 1. The electronic energy is -877.7822 hartree. As for the lowest unoccupied orbital energy: -0.0083 hartree. As for the relative energy (zero: lowest compared OMol25 entry of this formula, charge and spin): 468.3 kJ/mol.

Geometry (Å):
C -1.92 2.89 2.52
C -2.23 1.33 2.14
C -1.72 1.14 0.65
C -0.20 0.75 0.55
C 1.27 -0.33 -0.96
C 1.01 -1.50 0.22
C 1.52 -0.76 -2.32
H -0.78 3.09 2.26
H -2.22 2.93 3.66
H -2.69 3.69 1.76
H -3.34 1.30 2.00
H -2.04 0.34 2.60
H -1.95 2.03 -0.02
H -2.45 0.44 0.11
H 0.46 1.39 1.03
H -0.52 0.12 -1.68
H 2.24 0.12 -0.61
H 0.40 -2.33 -0.12
H 1.92 -1.61 0.67
H 2.37 -2.27 -3.39
N 0.13 0.43 -0.86
O 2.60 -1.74 -2.47
O 0.42 -0.89 -2.96
S -0.18 -0.77 1.52

Löwdin atomic charge list, values in e, 6 entries: atom 1 (C): -0.1265, atom 2 (C): -0.2909, atom 3 (C): -0.2960, atom 4 (C): -0.5732, atom 5 (C): -0.3599, atom 6 (C): -0.2733

C6H11NO7S | the ωB97M-V functional and the def2-TZVPD basis

As for the spin multiplicity: 1. Its structure (SMILES) is N/C(O)=C1\[C@H](O)[C@@H]([C@@H](O)CO)OS1(=O)=O. The electronic energy is -1214.7678 hartree. As for the lowest unoccupied orbital energy: 0.0128 hartree. As for the relative energy (zero: lowest compared OMol25 entry of this formula, charge and spin): 16.7 kJ/mol.

Geometry (Å):
N 3.61 -1.11 -0.18
C 2.96 0.09 0.07
O 3.88 1.09 -0.02
C 1.69 0.20 0.55
C 0.45 -0.99 0.20
O 0.81 -2.15 -0.51
C -0.67 -0.12 -0.38
C -1.83 0.12 0.62
O -1.40 0.42 1.91
C -2.74 1.19 -0.01
O -3.11 0.79 -1.28
O -0.12 1.03 -0.97
S 0.99 1.71 0.00
O 1.83 2.56 -0.78
O 0.19 2.27 1.06
H 3.20 -2.00 -0.28
H 4.40 -1.02 -0.76
H 3.40 1.93 -0.12
H 0.15 -1.28 1.17
H 1.13 -1.79 -1.36
H -1.31 -0.57 -1.19
H -2.45 -0.75 0.46
H -0.72 1.09 1.74
H -2.13 2.03 -0.07
H -3.52 1.46 0.66
H -3.42 1.56 -1.78

Löwdin atomic charge list, values in e, 6 entries: atom 1 (N): 0.1799, atom 2 (C): -0.4039, atom 3 (O): 0.0835, atom 4 (C): -0.0709, atom 5 (C): -0.2096, atom 6 (O): 0.0077

C5H9NS2 | the ωB97M-V functional and the def2-TZVPD basis

As for the spin multiplicity: 1. Its structure (SMILES) is C=C(C#N)SC.CS. The electronic energy is -1046.9574 hartree. As for the lowest unoccupied orbital energy: 0.0101 hartree. As for the relative energy (zero: lowest compared OMol25 entry of this formula, charge and spin): 238.8 kJ/mol.

Geometry (Å):
C -3.20 -1.50 -1.42
C -2.39 -0.46 -1.17
C -1.23 -0.20 -1.91
N -0.28 -0.04 -2.51
S -2.67 0.66 0.20
C -1.11 1.57 0.60
H -3.05 -2.12 -2.38
H -4.20 -1.53 -1.01
H -1.07 2.19 1.52
H -1.11 2.21 -0.24
H -0.30 0.81 0.45
C 3.61 0.20 1.36
S 2.20 -0.99 1.09
H 3.89 0.42 2.35
H 3.36 1.10 0.73
H 4.55 -0.20 0.93
H 3.01 -2.11 1.39

Löwdin atomic charge list, values in e, 6 entries: atom 1 (C): 0.0001, atom 2 (C): -0.6460, atom 3 (C): -0.3034, atom 4 (N): 0.1893, atom 5 (S): 0.8535, atom 6 (C): -0.3530

C18H48CrF2NO22S8 | the ωB97M-V functional and the def2-TZVPD basis

As for the spin multiplicity: 4. The electronic energy is -6853.5574 hartree. As for the lowest unoccupied orbital energy (spin up / spin down): -0.3249 / -0.2608 hartree. Its charge is +2. As for the relative energy (zero: lowest compared OMol25 entry of this formula, charge and spin): 452.2 kJ/mol.

Geometry (Å):
Cr -0.02 0.04 -0.53
N 1.72 -0.85 -0.65
S 3.27 -0.44 -0.68
O 4.05 -0.57 -1.87
O 3.96 -0.31 0.60
F 2.93 1.12 -0.89
S 2.32 -2.51 -0.50
O 2.51 -3.01 0.85
O 3.07 -3.07 -1.56
F 0.93 -3.17 -0.89
O 0.82 1.10 1.27
S 1.49 1.08 2.61
O 0.72 1.31 3.85
O 2.19 -0.41 2.77
C 2.39 -0.94 4.07
C 3.60 -1.80 3.95
C 3.08 2.12 2.58
H 1.49 -1.53 4.26
H 2.52 -0.14 4.80
H 3.40 -2.54 3.17
H 3.80 -2.43 4.82
H 4.45 -1.34 3.45
H 2.88 3.10 3.02
H 3.51 2.27 1.59
H 3.79 1.53 3.15
O -2.31 -3.78 -1.18
S -2.40 -2.39 -1.69
O -1.57 -1.32 -1.09
O -2.08 -2.55 -3.26
C -2.74 -3.54 -4.03
C -2.36 -3.45 -5.47
C -4.16 -1.87 -1.76
H -3.83 -3.57 -3.97
H -2.54 -4.57 -3.72
H -2.57 -4.36 -6.04
H -1.27 -3.40 -5.54
H -2.94 -2.63 -5.87
H -4.37 -1.39 -0.81
H -4.66 -2.83 -1.83
H -4.45 -1.18 -2.56
O 1.14 -2.07 -3.95
S 0.75 -0.67 -3.79
O 0.06 -0.13 -2.61
O 2.14 0.28 -3.92
C 2.88 0.44 -5.11
C 3.46 -0.87 -5.74
C -0.14 -0.23 -5.34
H 3.69 1.13 -4.89
H 2.26 0.94 -5.85
H 2.69 -1.45 -6.25
H 3.81 -1.57 -4.99
H 4.23 -0.65 -6.48
H -1.18 -0.52 -5.20
H 0.35 -0.64 -6.22
H -0.08 0.86 -5.34
O -2.81 -1.97 1.81
S -1.36 -2.04 2.06
O -0.48 -1.23 1.21
O -1.13 -1.54 3.62
C -1.89 -2.25 4.61
C -1.65 -1.65 6.03
C -0.76 -3.82 1.98
H -1.73 -3.33 4.61
H -2.95 -2.15 4.36
H -1.89 -0.59 6.05
H -0.58 -1.67 6.21
H -2.16 -2.21 6.81
H -1.21 -4.45 2.74
H 0.31 -3.64 2.12
H -1.04 -4.20 1.00
O 1.81 3.25 -2.79
S 1.02 3.30 -1.57
O 0.30 2.08 -1.13
O 1.91 3.78 -0.33
C 3.01 4.65 -0.59
C 3.38 5.51 0.64
C -0.09 4.79 -1.70
H 2.95 5.27 -1.48
H 3.82 3.95 -0.80
H 2.46 6.03 0.88
H 4.14 6.25 0.37
H 3.82 4.86 1.39
H -0.71 4.86 -0.81
H -0.73 4.50 -2.53
H 0.53 5.64 -1.96
O -1.63 1.03 0.39
S -2.98 1.22 1.00
O -4.14 0.42 0.64
O -2.76 1.08 2.65
C -3.91 0.92 3.50
C -3.71 1.95 4.62
C -3.41 3.01 0.97
H -3.96 -0.04 4.01
H -4.86 1.02 2.97
H -2.71 1.94 5.07
H -4.49 1.82 5.38
H -3.87 2.97 4.27
H -2.50 3.54 0.68
H -3.75 3.35 1.95
H -4.30 3.16 0.37

Löwdin atomic charge list, values in e, 6 entries: atom 1 (Cr): 1.1002, atom 2 (N): -0.3214, atom 3 (S): 0.5029, atom 4 (O): -0.1960, atom 5 (O): -0.2193, atom 6 (F): -0.2094